Entry 1:
Here is a single C22H27ClN2O5S molecule from the Open Molecules 2025 dataset. Energies are from ωB97M-V/def2-TZVPD.

Positions of all 58 atoms, in Å:
1 C 0.89 1.90 2.06
2 C 0.35 2.39 0.72
3 C 1.44 2.56 -0.35
4 N 2.09 1.31 -0.67
5 C 1.52 0.31 -1.41
6 C 0.22 0.45 -2.13
7 C 2.35 -0.78 -1.37
8 C 3.48 -0.42 -0.59
9 C 4.53 -1.26 -0.08
10 O 5.66 -0.90 0.20
11 C 4.16 -2.73 0.22
12 O 2.77 -3.03 0.16
13 C 1.96 -2.31 0.95
14 O 2.33 -1.55 1.81
15 C 0.53 -2.55 0.61
16 C 0.12 -3.70 -0.06
17 C -1.22 -3.89 -0.35
18 C -2.16 -2.92 0.00
19 Cl -3.81 -3.20 -0.36
20 C -1.75 -1.76 0.64
21 S -2.85 -0.41 1.13
22 O -2.23 0.26 2.23
23 O -4.18 -0.91 1.31
24 N -2.72 0.62 -0.21
25 C -3.56 0.21 -1.33
26 C -4.95 0.82 -1.07
27 C -4.68 1.97 -0.08
28 C -3.16 1.97 0.11
29 C -0.41 -1.58 0.95
30 C 3.28 0.90 -0.19
31 C 4.19 1.75 0.63
32 H 1.49 0.99 1.94
33 H 0.06 1.67 2.72
34 H 1.51 2.66 2.53
35 H -0.14 3.36 0.86
36 H -0.39 1.68 0.37
37 H 0.99 2.97 -1.26
38 H 2.20 3.26 0.00
39 H 0.20 1.35 -2.74
40 H -0.62 0.48 -1.43
41 H 0.08 -0.41 -2.78
42 H 2.20 -1.70 -1.89
43 H 4.63 -3.39 -0.51
44 H 4.56 -2.95 1.22
45 H 0.84 -4.45 -0.33
46 H -1.55 -4.79 -0.84
47 H -3.57 -0.87 -1.41
48 H -3.11 0.63 -2.24
49 H -5.40 1.16 -1.99
50 H -5.59 0.07 -0.61
51 H -5.17 1.76 0.87
52 H -5.04 2.93 -0.45
53 H -2.84 2.21 1.12
54 H -2.68 2.65 -0.60
55 H -0.11 -0.70 1.49
56 H 5.06 1.17 0.90
57 H 4.52 2.62 0.05
58 H 3.70 2.11 1.53

Output
- SMILES: CCCn1c(C)cc(C(=O)COC(=O)c2ccc(Cl)c(S(=O)(=O)N3CCCC3)c2)c1C

***

Entry 2:
Here is a single C22H27N3O3 molecule from the Open Molecules 2025 dataset. Energies are from ωB97M-V/def2-TZVPD.

Positions of all 55 atoms, in Å:
1 C -4.99 -4.25 -0.14
2 C -4.57 -2.83 0.06
3 C -5.21 -1.80 -0.63
4 C -4.84 -0.48 -0.44
5 C -3.82 -0.16 0.45
6 N -3.49 1.19 0.60
7 C -2.41 1.72 1.22
8 O -1.55 1.14 1.84
9 O -2.43 3.07 1.05
10 C -1.21 3.76 1.28
11 C -0.36 3.72 0.00
12 N 0.04 2.37 -0.32
13 C 1.13 1.78 0.43
14 C 2.27 1.29 -0.46
15 N 2.04 -0.04 -0.97
16 C 3.26 -0.63 -1.49
17 C 4.26 -0.87 -0.39
18 C 5.60 -0.57 -0.56
19 C 6.51 -0.83 0.45
20 C 6.08 -1.37 1.65
21 C 4.74 -1.67 1.82
22 C 3.84 -1.43 0.81
23 C 0.95 -0.08 -1.94
24 C -0.41 0.17 -1.29
25 C -0.76 1.64 -1.14
26 O -1.70 2.14 -1.74
27 C -3.18 -1.18 1.14
28 C -3.56 -2.49 0.94
29 H -4.18 -4.93 0.10
30 H -5.31 -4.43 -1.16
31 H -5.83 -4.49 0.52
32 H -6.00 -2.03 -1.33
33 H -5.34 0.30 -0.99
34 H -4.01 1.84 0.04
35 H -1.48 4.78 1.53
36 H -0.68 3.29 2.11
37 H 0.52 4.35 0.12
38 H -0.96 4.09 -0.84
39 H 1.51 2.55 1.10
40 H 0.76 0.95 1.05
41 H 3.18 1.26 0.14
42 H 2.42 2.03 -1.28
43 H 3.00 -1.59 -1.95
44 H 3.72 0.00 -2.28
45 H 5.94 -0.14 -1.49
46 H 7.56 -0.59 0.31
47 H 6.79 -1.57 2.44
48 H 4.40 -2.10 2.76
49 H 2.79 -1.65 0.94
50 H 0.94 -1.09 -2.37
51 H 1.11 0.63 -2.76
52 H -1.19 -0.26 -1.91
53 H -0.44 -0.31 -0.31
54 H -2.39 -0.94 1.84
55 H -3.05 -3.27 1.49

Output
- Energy relative to the best compared isomer or geometry (same formula, charge and spin): 1.750 eV
- SMILES: Cc1ccc(NC(=O)OCCN2CCN(Cc3ccccc3)CCC2=O)cc1

***

Entry 3:
Here is 2 unconnected molecules or ions with the total composition C22H27N3O4 from the Open Molecules 2025 dataset. Energies are from ωB97M-V/def2-TZVPD.

Positions of all 56 atoms, in Å:
1 C -1.10 -0.09 2.62
2 N 0.22 -0.07 2.76
3 O 0.81 1.05 2.86
4 O 0.87 -1.17 2.79
5 H -1.58 -1.06 2.51
6 H -1.61 0.86 2.57
7 C 2.70 -5.86 8.72
8 C 2.35 -4.75 7.74
9 N 1.77 -3.64 8.52
10 C 0.88 -2.75 7.89
11 C 1.31 -1.57 7.25
12 C 0.39 -0.69 6.69
13 C -1.02 -0.94 6.73
14 C -1.90 0.01 6.14
15 C -3.30 0.14 6.32
16 C -4.04 -0.44 7.39
17 C -5.42 -0.28 7.50
18 C -6.14 0.52 6.58
19 N -7.55 0.69 6.66
20 C -8.29 -0.39 6.00
21 C -9.79 -0.16 6.06
22 O -10.19 0.11 7.41
23 C -9.60 1.34 7.85
24 C -8.09 1.19 7.93
25 C -5.42 1.12 5.52
26 C -4.05 0.95 5.40
27 C -1.43 -2.17 7.33
28 C -0.51 -3.03 7.90
29 C 2.73 -3.12 9.51
30 C 3.06 -4.28 10.45
31 O 3.61 -5.38 9.72
32 H 1.76 -6.24 9.17
33 H 3.25 -6.67 8.21
34 H 3.28 -4.42 7.23
35 H 1.62 -5.09 7.01
36 H 2.38 -1.36 7.17
37 H 0.72 0.21 6.19
38 H -1.42 0.74 5.47
39 H -3.52 -1.01 8.15
40 H -5.96 -0.80 8.30
41 H -7.96 -0.43 4.96
42 H -8.06 -1.36 6.48
43 H -10.05 0.68 5.38
44 H -10.33 -1.08 5.79
45 H -9.85 2.18 7.17
46 H -10.02 1.50 8.86
47 H -7.83 0.52 8.77
48 H -7.64 2.18 8.12
49 H -5.98 1.74 4.81
50 H -3.50 1.43 4.59
51 H -2.48 -2.45 7.33
52 H -0.84 -3.95 8.41
53 H 3.65 -2.78 9.01
54 H 2.27 -2.30 10.06
55 H 3.86 -3.99 11.16
56 H 2.14 -4.57 10.99

Output
- Energy relative to the best compared isomer or geometry (same formula, charge and spin): 10.966 eV

***

Entry 4:
Here is a single C22H27N3O4S molecule from the Open Molecules 2025 dataset. Energies are from ωB97M-V/def2-TZVPD.

Positions of all 57 atoms, in Å:
1 C 5.75 3.54 -2.12
2 C 6.25 4.18 -0.82
3 C 5.13 4.83 -0.01
4 C 4.08 3.83 0.49
5 C 3.05 3.53 -0.59
6 O 2.63 4.37 -1.35
7 N 2.62 2.23 -0.58
8 C 1.69 1.60 -1.41
9 C 1.08 2.25 -2.48
10 C 0.19 1.56 -3.28
11 C -0.14 0.23 -3.00
12 C -1.04 -0.48 -3.93
13 O -0.96 -0.38 -5.14
14 N -1.96 -1.36 -3.40
15 C -2.47 -1.50 -2.11
16 C -2.47 -0.45 -1.19
17 C -3.01 -0.65 0.07
18 C -3.55 -1.87 0.41
19 S -4.27 -2.14 2.02
20 O -4.03 -0.98 2.83
21 O -5.62 -2.59 1.86
22 N -3.35 -3.47 2.51
23 C -4.00 -4.36 3.45
24 C -3.42 -4.06 4.85
25 C -2.41 -2.93 4.61
26 C -2.09 -3.07 3.12
27 C -3.58 -2.91 -0.51
28 C -3.04 -2.72 -1.76
29 C 0.48 -0.41 -1.94
30 C 1.39 0.26 -1.15
31 H 6.60 3.20 -2.72
32 H 5.18 4.26 -2.70
33 H 5.11 2.69 -1.92
34 H 6.98 4.95 -1.06
35 H 6.75 3.42 -0.21
36 H 5.58 5.33 0.85
37 H 4.62 5.58 -0.61
38 H 3.54 4.26 1.33
39 H 4.57 2.91 0.83
40 H 3.02 1.62 0.13
41 H 1.32 3.28 -2.69
42 H -0.27 2.05 -4.12
43 H -2.38 -1.96 -4.10
44 H -2.07 0.51 -1.46
45 H -3.02 0.15 0.80
46 H -3.79 -5.39 3.15
47 H -5.08 -4.20 3.39
48 H -4.20 -3.76 5.55
49 H -2.92 -4.94 5.25
50 H -2.88 -1.96 4.77
51 H -1.52 -3.02 5.24
52 H -1.35 -3.85 2.94
53 H -1.75 -2.14 2.66
54 H -4.04 -3.84 -0.22
55 H -3.06 -3.53 -2.49
56 H 0.27 -1.45 -1.73
57 H 1.87 -0.25 -0.33

Output
- Energy relative to the best compared isomer or geometry (same formula, charge and spin): 0.943 eV
- SMILES: CCCCC(=O)Nc1ccc(C(=O)Nc2ccc(S(=O)(=O)N3CCCC3)cc2)cc1

***

| no. | total energy (hartree) | LUMO (eV) |
| --- | --- | --- |
| 1 | -2198.6329 | -0.02 |
| 2 | -1244.5710 | 0.82 |
| 3 | -1319.4743 | -2.84 |
| 4 | -1717.9838 | 0.27 |